Entry 1:
Entry from OMol25: a cluster of 5 separate species, C30H75N5O10 in total in a non-equilibrium geometry (ωB97M-V/def2-TZVPD).

```
120
Properties=species:S:1:pos:R:3:mulliken_charge:R:1
C -0.85960 3.56787 2.05141 -0.834
O -1.79617 2.43805 2.41455 -0.256
C -3.19013 2.73881 2.32074 -0.479
C -3.81143 1.50211 1.65567 -0.629
N -3.70808 0.27765 2.42453 0.027
C -4.96388 -0.08537 3.08665 -0.634
C -5.98471 -0.53038 2.05271 -0.650
O -6.74190 0.56814 1.66658 -0.333
C -7.50855 0.38090 0.47308 -0.836
H -0.17319 3.79279 2.86771 0.240
H -1.35502 4.52887 1.91304 0.415
H -0.36179 3.21387 1.14866 0.209
H -3.44254 3.60843 1.71399 0.479
H -3.53619 2.81418 3.35159 0.193
H -3.17816 1.20358 0.82025 0.227
H -4.82308 1.68668 1.29426 0.313
H -2.96688 0.32925 3.10867 0.031
H -5.17091 0.78185 3.71369 0.363
H -4.82870 -0.88399 3.81605 0.381
H -6.56142 -1.36380 2.45385 0.481
H -5.41966 -0.92198 1.20685 0.309
H -6.93619 -0.02742 -0.35986 0.322
H -8.07868 1.20780 0.04966 0.274
H -8.37303 -0.25030 0.67890 0.367
C -0.06136 -1.84903 6.93218 -0.425
O -0.17804 -2.19885 5.54787 -0.411
C 0.21263 -1.06008 4.61013 -0.448
C -0.23888 -1.28688 3.09788 -0.460
N 0.30122 -0.39821 2.06907 -0.307
C -0.13994 -0.72072 0.71517 -0.500
C 0.41802 0.27777 -0.23229 -0.283
O 0.09903 -0.17860 -1.57627 -0.278
C 0.86973 0.63026 -2.49717 -0.835
H -0.01799 -2.71315 7.59513 0.196
H -0.87072 -1.15978 7.17297 0.128
H 0.85774 -1.26711 7.00101 0.389
H 1.28798 -0.91764 4.71706 0.298
H -0.33330 -0.23147 5.06119 0.291
H -1.32678 -1.33577 3.05123 0.163
H 0.18523 -2.24084 2.78455 0.331
H 0.01690 0.55425 2.24820 0.238
H -1.22092 -0.70141 0.57649 0.172
H 0.22885 -1.72120 0.48907 0.400
H 1.50375 0.27903 -0.13586 0.398
H 0.10764 1.26972 0.09603 -0.055
H 1.06556 1.67558 -2.25831 0.433
H 0.33999 0.60313 -3.44939 0.296
H 1.79458 0.07107 -2.63879 0.312
C 6.79452 6.82438 -10.83105 -0.706
O 6.21974 5.48864 -10.66937 -0.325
C 5.78498 5.38191 -9.29245 -0.622
C 6.38832 4.00272 -8.85824 -0.445
N 5.93955 3.55702 -7.49581 -0.263
C 6.32945 2.23464 -7.07496 -0.583
C 5.51942 1.82550 -5.76769 -0.586
O 4.08714 1.90105 -6.01900 -0.336
C 3.17452 1.20186 -5.14896 -0.795
H 7.64929 6.92584 -10.16235 0.321
H 6.10869 7.65347 -10.65687 0.289
H 6.98996 6.80499 -11.90321 0.241
H 4.70400 5.24350 -9.27149 0.307
H 5.90004 6.19189 -8.57217 0.423
H 7.47727 4.04583 -8.83781 0.215
H 6.10147 3.25481 -9.59747 0.263
H 5.08540 4.02348 -7.22573 0.266
H 7.39739 2.34447 -6.88639 0.337
H 6.22857 1.53275 -7.90278 0.319
H 5.67164 2.45222 -4.88896 0.330
H 5.87405 0.81726 -5.55371 0.385
H 2.23011 1.09639 -5.68286 0.277
H 3.04566 1.81304 -4.25568 0.323
H 3.52513 0.23105 -4.79868 0.360
C 2.96189 -5.85976 -8.81474 -0.799
O 2.42152 -4.93168 -7.84669 -0.297
C 1.04558 -4.57873 -8.00353 -0.726
C 0.76668 -3.19995 -7.32889 -0.333
N 0.32220 -3.36450 -5.99626 -0.283
C 0.22586 -2.13460 -5.33736 -0.409
C -1.19646 -1.50368 -5.70657 -0.628
O -1.19174 -0.11611 -5.54763 -0.172
C -2.42577 0.56994 -5.76702 -0.859
H 2.65771 -5.82576 -9.86088 0.323
H 2.83604 -6.92379 -8.61452 0.288
H 4.01530 -5.58548 -8.87136 0.281
H 0.50724 -5.41688 -7.56102 0.382
H 0.68071 -4.51210 -9.02849 0.384
H 0.02831 -2.55329 -7.80297 0.257
H 1.69518 -2.63157 -7.27476 0.208
H 0.69561 -4.18922 -5.54849 0.300
H 1.06589 -1.51382 -5.64892 0.041
H 0.30356 -2.19390 -4.25176 0.467
H -1.83194 -1.91472 -4.92214 0.317
H -1.58322 -1.81546 -6.67677 0.384
H -2.16220 1.62070 -5.64646 0.241
H -3.21942 0.25655 -5.08880 0.322
H -2.77270 0.49386 -6.79753 0.327
C -3.16272 -1.07488 8.49434 -1.002
O -2.67641 0.24553 8.30928 -0.244
C -2.90863 0.86139 9.53413 -0.726
C -1.86906 0.57069 10.59255 -0.515
N -2.24141 -0.67155 11.32363 -0.295
C -1.29377 -1.26849 12.26800 -0.813
C -1.26800 -2.77492 12.13013 -0.578
O -0.62984 -3.11219 10.95642 -0.254
C 0.13898 -4.33365 10.90252 -0.865
H -4.23201 -1.17563 8.68029 0.397
H -2.49491 -1.74623 9.03417 0.347
H -3.14576 -1.41934 7.46034 0.339
H -3.83298 0.84956 10.11167 0.388
H -2.77632 1.91566 9.29103 0.335
H -1.64273 1.39033 11.27450 0.495
H -0.95499 0.29519 10.06656 0.325
H -2.21948 -1.35668 10.58187 0.070
H -1.48696 -1.01321 13.30992 0.433
H -0.29857 -0.82658 12.21895 0.382
H -2.28812 -3.15430 12.07073 0.295
H -0.84428 -3.12472 13.07152 0.516
H -0.24453 -4.87478 10.03754 0.256
H -0.05509 -4.94888 11.78112 0.414
H 1.22446 -4.23474 10.89564 0.267
```

Properties
**SMILES**: COCCNCCOC.COCCNCCOC.COCCNCCOC.COCCNCCOC.COCCNCCOC
**Orbital gap**: 8.8 eV
**LUMO level**: 0.77 eV
**E_tot**: -60239.4659 eV
**ΔE to the lowest compared entry with this formula, charge and spin**: 113.0 kcal per mole


Entry 2:
Entry from OMol25: a cluster of 2 separate species, C5H9O in total in a non-equilibrium geometry (ωB97M-V/def2-TZVPD).

```
15
Properties=species:S:1:pos:R:3:mulliken_charge:R:1
C -1.56035 1.35862 -0.52261 -0.239
C 0.74813 -1.01495 -1.33066 -0.780
C -1.00744 0.57929 0.56420 0.663
C 1.73391 -0.89160 -0.46002 -0.708
C -0.20369 0.24526 1.65308 -0.586
O -1.79812 -0.06170 -0.17056 -0.197
H -2.33513 2.05989 -0.25726 0.284
H -0.98142 1.47755 -1.38586 0.256
H 0.70887 -0.39161 -2.14712 0.439
H 0.13063 -1.80955 -1.23131 0.367
H 2.55123 -0.19052 -0.62552 0.289
H 1.76405 -1.51484 0.35530 0.487
H -0.42885 -0.78087 2.06251 0.335
H 0.72241 -0.14042 1.17875 0.024
H -0.04423 1.07545 2.31708 0.365
```

Properties
**Charge**: +1
**Orbital gap**: 8.9 eV
**LUMO level**: -5.56 eV
**E_tot**: -7367.0568 eV
**ΔE to the lowest compared entry with this formula, charge and spin**: 64.2 kcal per mole


Entry 3:
Entry from OMol25: a cluster of 22 separate species, C35H59BrCl42I2N2O6P in total in a non-equilibrium geometry (ωB97M-V/def2-TZVPD).

```
148
Properties=species:S:1:pos:R:3:mulliken_charge:R:1
C 0.76490 -4.09084 -3.58028 -1.187
C 0.57990 -3.03096 -2.44085 -0.132
C 0.17157 -1.63163 -2.98889 -0.771
C -1.26344 -1.43706 -3.23315 1.757
C -2.35650 -2.48141 -3.04506 -1.483
I -2.82862 -3.71432 -4.77721 0.306
C -3.08849 -2.70887 -1.94331 -0.110
C -2.85878 -1.92192 -0.62264 0.568
I -4.66837 -4.20416 -1.90856 0.123
C -1.69373 -0.14264 -3.70651 1.419
C -3.18886 0.13636 -3.98946 -0.495
O -3.63682 -0.20770 -4.97467 -0.400
O -3.97620 0.81501 -3.08965 -0.237
C -0.68382 0.89146 -3.94164 -0.483
N -1.06422 2.17003 -4.41406 -0.065
C 0.72484 0.57998 -3.70452 0.996
C 1.72943 1.72111 -3.98920 -0.981
P 2.09671 1.92925 -5.81880 0.952
O 2.35445 3.34775 -6.11130 -0.744
O 0.85895 1.34148 -6.70812 -0.396
O 3.48528 1.11501 -6.23418 -0.492
N 1.10115 -0.65151 -3.23566 0.396
C 2.55284 -0.89747 -3.03890 -1.597
C 3.16821 -0.24446 -1.75292 0.512
O 2.69265 -0.20432 -0.73250 -0.237
Br 4.93597 0.59954 -1.95668 -0.164
H 0.02683 -4.00586 -4.39831 0.203
H 1.79536 -4.03761 -4.00360 0.346
H 0.70983 -5.08912 -3.08585 0.234
H 1.52748 -2.90278 -1.86231 0.807
H -0.16856 -3.35208 -1.68574 -0.470
H -3.70215 -2.15654 0.04942 0.234
H -2.89811 -0.83740 -0.85124 -0.097
H -1.90856 -2.27710 -0.16133 -0.773
H -3.73691 1.75171 -3.22471 0.059
H -2.05411 2.33566 -4.28226 0.118
H -0.59219 2.90740 -3.89960 0.303
H 2.71871 1.58877 -3.50606 0.033
H 1.30522 2.66090 -3.56975 0.678
H 0.15778 2.01415 -6.67112 0.109
H 3.37099 0.88044 -7.16416 0.326
H 3.04768 -0.47344 -3.94367 0.592
H 2.79584 -1.97500 -3.03346 0.689
C -1.20216 -5.37136 0.82372 -0.232
Cl 0.03345 -5.70779 -0.38648 -0.163
Cl -1.20650 -3.64728 1.24986 -0.110
H -2.17645 -5.63964 0.42719 0.234
H -0.99072 -5.95732 1.71265 0.353
C 3.47174 -2.92023 2.02807 0.296
Cl 3.18232 -4.65205 1.81899 -0.096
Cl 5.19108 -2.56349 2.18801 -0.091
H 3.07939 -2.38973 1.16648 -0.218
H 2.96387 -2.59064 2.92601 0.137
C 4.64950 -0.41124 5.68207 0.015
Cl 3.85709 -0.82882 7.20540 -0.169
Cl 3.53808 -0.57117 4.31470 -0.083
H 4.99430 0.61210 5.73419 0.166
H 5.49179 -1.07786 5.52839 0.088
C -2.80145 -5.73003 -8.66172 -0.345
Cl -1.14503 -5.82417 -8.05340 -0.137
Cl -3.97452 -5.76175 -7.33829 -0.113
H -2.92104 -4.80470 -9.21472 0.263
H -2.98579 -6.57674 -9.31394 0.322
C -0.68343 0.88671 0.33041 -0.528
Cl -2.01020 1.87289 -0.29656 -0.087
Cl -0.14205 -0.28958 -0.88230 0.278
H 0.14389 1.54112 0.58973 0.035
H -1.02567 0.35334 1.21184 0.513
C -2.10016 3.79908 -7.81504 -0.328
Cl -1.68245 2.09720 -8.03569 -0.089
Cl -1.78656 4.33840 -6.15815 -0.103
H -1.50772 4.39922 -8.49709 0.344
H -3.15516 3.92865 -8.03041 0.320
C -5.85961 3.38492 -2.33373 -0.253
Cl -4.24367 3.88318 -2.87511 -0.216
Cl -6.78994 4.76567 -1.75592 -0.114
H -6.38412 2.92864 -3.16644 0.349
H -5.75422 2.66778 -1.52646 0.262
C 6.64473 1.96397 1.34739 -0.233
Cl 6.86282 2.09904 3.09388 -0.120
Cl 7.23609 0.40230 0.77550 -0.149
H 5.58764 2.04880 1.11433 0.143
H 7.19650 2.75852 0.85594 0.365
C 6.98945 -5.08560 4.85698 -0.435
Cl 8.65082 -4.56354 4.57388 -0.119
Cl 5.97047 -3.73572 5.37396 -0.088
H 6.58773 -5.49642 3.93622 0.317
H 6.98690 -5.84464 5.63247 0.324
C -6.88777 8.03154 -0.22795 0.015
Cl -5.75354 9.28916 0.27715 -0.157
Cl -8.07909 7.69661 1.03329 -0.148
H -7.40554 8.36298 -1.12197 0.293
H -6.33412 7.12383 -0.43775 -0.009
C -7.72675 -2.47648 0.39064 -0.311
Cl -7.99341 -4.21745 0.23832 -0.137
Cl -5.99918 -2.09402 0.45242 -0.077
H -8.16657 -1.97688 -0.46635 0.190
H -8.19683 -2.12757 1.30366 0.339
C 4.48782 4.36756 5.67566 -0.364
Cl 4.10671 2.65192 5.45923 -0.097
Cl 6.22147 4.67552 5.50006 -0.149
H 3.95223 4.94292 4.92837 0.231
H 4.17665 4.67320 6.66885 0.347
C 2.74563 -8.70602 2.12981 -0.267
Cl 1.55116 -7.56992 1.48507 -0.049
Cl 3.33374 -9.79864 0.87378 -0.149
H 3.58386 -8.14456 2.52895 0.175
H 2.28499 -9.29153 2.91821 0.290
C -0.08999 3.90148 3.76877 -0.319
Cl -1.44951 4.84707 3.14196 -0.168
Cl 0.47207 2.73069 2.56509 -0.004
H 0.72744 4.56700 4.02276 0.196
H -0.41825 3.36711 4.65357 0.341
C -8.56217 -4.84776 -3.74285 -0.191
Cl -7.37219 -5.16765 -5.01168 -0.092
Cl -8.60712 -3.12995 -3.32538 -0.113
H -9.54204 -5.14870 -4.09997 0.168
H -8.29722 -5.41838 -2.85801 0.238
C 8.20248 -3.45020 8.38372 -0.053
Cl 8.65874 -5.14537 8.17572 -0.149
Cl 8.27888 -2.96681 10.08187 -0.173
H 8.88500 -2.83108 7.81019 0.256
H 7.18858 -3.31301 8.02399 0.121
C -2.47377 8.06469 4.39189 0.050
Cl -0.80477 8.21743 4.95245 -0.144
Cl -3.60542 8.01308 5.74811 -0.165
H -2.71362 8.91769 3.76615 0.284
H -2.56985 7.14995 3.82025 -0.021
C -4.54354 9.82622 8.67729 0.041
Cl -3.73938 10.21653 10.20200 -0.158
Cl -5.19967 11.27594 7.90870 -0.150
H -3.82280 9.36805 8.00656 -0.007
H -5.35571 9.13437 8.87466 0.280
C 3.98376 9.70926 2.91404 -0.275
Cl 4.49015 11.23675 3.63946 -0.140
Cl 2.32529 9.29576 3.37660 -0.096
H 4.03423 9.79893 1.83400 0.281
H 4.64831 8.92410 3.25020 0.235
C -10.55161 -4.14758 -7.31740 -0.181
Cl -11.25063 -4.50474 -5.73134 -0.171
Cl -11.74686 -4.33630 -8.60311 -0.154
H -10.19120 -3.12456 -7.31908 0.285
H -9.72794 -4.82963 -7.49931 0.227
C 12.46235 -5.89205 8.06244 -0.232
Cl 13.40451 -7.31369 7.60002 -0.156
Cl 11.70435 -5.13669 6.65622 -0.110
H 11.68659 -6.19496 8.75824 0.207
H 13.12138 -5.17201 8.53520 0.294
```

Properties
**Charge**: +1
**Orbital gap**: 6.9 eV
**LUMO level**: -3.85 eV
**E_tot**: -673985.2898 eV